2 unconnected molecules or ions with the total composition C5H10BNO2 at a distorted geometry. Source: the Open Molecules 2025 dataset; level of theory: ωB97M-V/def2-TZVPD.

Element x y z (Å)
O (-0.124, -3.356, 1.125)
C (0.762, 0.671, 0.844)
N (0.576, -0.387, -0.053)
C (-0.854, -0.716, -0.323)
H (1.801, 0.859, 0.904)
H (2.570, -0.485, -1.037)
C (0.054, 1.981, 0.502)
H (-0.241, 2.745, 1.309)
C (0.891, -2.932, 1.365)
H (1.362, -1.650, -1.680)
H (-0.975, -1.422, -1.163)
H (-1.383, 0.926, -1.703)
H (-2.610, 0.461, -0.650)
H (0.439, 0.284, 1.799)
C (-1.574, 0.650, -0.698)
H (-1.362, -1.175, 0.490)
O (-1.361, 1.726, 0.149)
H (0.492, 2.633, -0.238)
B (1.536, -0.812, -0.942)

A gas-phase ion, C5H10N (charge +1) at a distorted geometry. Source: the Open Molecules 2025 dataset; level of theory: ωB97M-V/def2-TZVPD.

Properties
- net charge = +1

Element x y z (Å)
H (-1.920, -1.896, 0.005)
C (-1.531, -0.947, -0.103)
H (-1.728, -0.496, -1.014)
C (2.190, -0.361, -0.030)
C (0.910, -0.617, -0.497)
H (0.646, -0.246, -1.479)
H (-0.652, 1.296, -0.969)
H (0.259, 2.564, -0.042)
N (-0.384, 1.731, -0.097)
H (3.070, -0.199, -0.653)
C (0.345, 0.649, 0.714)
H (-0.046, -1.443, 1.308)
H (-2.206, -0.444, 0.735)
H (-1.059, 1.745, 0.642)
C (-0.211, -0.807, 0.501)
H (2.317, -0.530, 0.981)

2 unconnected molecules or ions with the total composition C2H6O2 at a distorted geometry. Source: the Open Molecules 2025 dataset; level of theory: ωB97M-V/def2-TZVPD.

Element x y z (Å)
O (-0.930, -1.354, -0.149)
C (-1.765, 0.911, 0.126)
H (0.126, 0.326, -0.501)
H (-1.683, -1.514, 0.460)
O (2.842, -0.130, 0.025)
C (-0.869, 0.002, -0.262)
H (-2.790, 0.627, 0.486)
H (-1.683, 2.020, 0.053)
H (3.730, 0.194, -0.001)
H (3.022, -1.081, -0.238)

| no. | HOMO (eV) | gap between HOMO and LUMO (eV) |
| --- | --- | --- |
| 1 | -9.4428 | 10.31 |
| 2 | -13.5505 | 9.44 |
| 3 | -9.0211 | 9.83 |